No. 1
A molecular structure, C12H24AgN4NbO in a non-equilibrium geometry, computed with ωB97M-V/def2-TZVPD.

Geometry as XYZ:
```
43
Properties=species:S:1:pos:R:3:lowdin_charge:R:1
C 3.0074 -0.9331 1.6509 -0.02
C -0.9700 1.8579 -1.9374 -0.01
H 4.0734 -0.8274 1.4488 0.11
N 0.5286 -2.3394 -0.2651 -0.09
H 0.0783 1.7061 -1.6668 0.06
C -1.3435 -2.4333 2.1543 -0.37
H 0.4646 1.7153 2.8680 0.11
C 2.2582 0.2778 1.1398 -0.66
C 2.8360 1.5481 1.7291 -0.03
H -0.6199 0.3225 3.0755 0.08
H -2.4405 0.3652 1.4831 0.07
H 2.9077 1.5322 2.8175 0.10
H -3.6728 1.6000 -1.8603 0.10
C -1.0793 -0.4688 -2.7934 -0.05
H 2.2695 2.4289 1.4267 0.10
H 2.8752 -1.0630 2.7273 0.10
H -1.6629 -1.3918 -2.8560 0.07
C -2.6228 0.7484 0.4441 -0.11
O 1.0134 -4.5406 -1.1296 0.13
Ag -1.7278 -3.6256 -1.0453 0.89
H 3.8494 1.6853 1.3562 0.11
C -3.1719 0.7915 -2.3921 -0.02
C -1.7544 0.5558 -1.9075 -0.67
H 1.8426 1.2399 -0.7388 0.08
H 1.8753 -0.5411 -0.8398 0.04
H 3.3764 0.3825 -0.6723 0.11
Nb -0.5965 -0.9045 0.7562 1.74
H -0.9772 -0.0637 -3.7988 0.11
H 2.6632 -1.8509 1.1737 0.06
H -3.6871 0.5817 0.2167 0.11
H -0.0832 -0.7500 -2.4470 0.06
H -0.9780 2.2743 -2.9464 0.11
H -3.1531 1.0613 -3.4463 0.11
N -1.6739 -3.2226 2.9564 0.06
C 0.4214 0.6204 2.8497 -0.09
H -2.4579 1.8368 0.4216 0.11
N -1.7587 0.0474 -0.5410 -0.27
H -3.7696 -0.1144 -2.3004 0.10
C 0.9665 -3.4091 -0.6599 -0.35
H -1.3793 2.6074 -1.2524 0.09
N 0.8576 0.1189 1.5361 -0.25
C 2.3299 0.3350 -0.3697 -0.04
H 1.0855 0.2386 3.6344 0.12
```

Computed properties:
frontier orbital gap (alpha / beta) = 6.75 / 6.75 eV
highest occupied orbital energy (alpha / beta) = -0.6004 / -0.6004 Eh
E_LUMO (alpha / beta) = -9.59 / -9.59 eV
total energy = -969.1762 a.u.
net charge = +2

=====

No. 2
A molecular structure, C12H24B2F4N6O5Sn in a non-equilibrium geometry, computed with ωB97M-V/def2-TZVPD.

Geometry as XYZ:
```
54
Properties=species:S:1:pos:R:3:lowdin_charge:R:1
C 0.4975 -4.2467 -1.3592 0.05
C -3.5541 1.9327 -1.0611 0.06
H 2.9938 -3.4875 -2.6889 0.12
N 1.9938 -0.9491 -1.0547 -0.05
Sn 0.0930 -0.1587 0.0757 1.40
H 1.4960 -5.0398 2.0382 0.09
H 2.0136 -2.4991 -3.7730 0.13
H 2.6035 -2.9886 2.9949 0.09
C 2.6308 -2.4735 -2.8720 0.06
O 1.1340 1.1339 1.1718 -0.22
O -2.8070 -0.4812 0.3810 0.07
H 3.4724 -1.8051 -3.0300 0.11
C -1.0125 2.3522 -0.9870 -0.18
H -0.5819 -3.8315 4.8952 0.11
H 0.7929 -5.4853 3.5915 0.10
F -3.8615 -2.3152 -0.5859 0.26
O -1.5389 -2.4644 -0.5020 0.03
C 1.7677 -2.8943 3.6887 -0.03
N -0.0267 -1.3298 1.9091 -0.01
N 0.2656 -2.7362 1.7488 -0.02
C 1.8109 -2.0462 -1.7126 -0.17
F 1.2750 0.4357 -3.2775 0.27
H 0.6930 -0.9554 2.5341 0.11
H -3.7874 2.9712 -0.8245 0.11
O 1.1128 2.1832 -1.7173 0.16
H -4.3299 1.2779 -0.6748 0.12
N -1.9097 0.5103 0.1224 -0.06
H 0.7573 -4.6093 -2.3552 0.12
H -0.9182 -1.1724 2.3954 0.13
H -3.5084 1.8363 -2.1505 0.14
H 1.2358 -4.6379 -0.6538 0.11
C -0.7142 -3.2296 3.9968 -0.03
H -0.5803 -3.1272 1.3381 0.11
H 1.6904 -1.8542 4.0232 0.08
H -0.8688 4.1229 -2.1404 0.13
H -0.8230 -2.1983 4.3441 0.08
C 0.5715 -2.7683 -1.3066 -0.19
H -0.2608 -5.2776 2.2012 0.10
B 1.8716 1.4291 -2.6122 -0.89
C -0.9735 3.8255 -1.0936 0.06
B -2.7949 -1.5254 -0.7216 -1.04
O 2.7910 -0.0048 -1.3333 0.15
H 2.0062 -3.4669 4.5840 0.11
N -0.3820 -1.9729 -0.9580 -0.06
H -1.8588 4.2834 -0.6650 0.10
C 0.6361 -4.8916 2.6923 -0.03
H -1.6453 -3.5527 3.5246 0.10
F -2.5911 -0.8911 -1.9302 0.19
F 3.0107 1.9018 -3.0203 0.34
C -2.2261 1.5638 -0.5336 -0.17
H -0.0788 4.1888 -0.5830 0.12
N -0.0533 1.5647 -1.3206 0.01
H -0.4936 -4.6051 -1.0980 0.11
C 0.4812 -3.4244 3.0685 -0.61
```

Computed properties:
frontier orbital gap (alpha / beta) = 6.43 / 7.66 eV
highest occupied orbital energy (alpha / beta) = -0.6091 / -0.6090 Eh
E_LUMO (alpha / beta) = -10.15 / -8.91 eV
relative energy (zero: lowest compared OMol25 entry of this formula, charge and spin) = 22.73 kJ/mol
total energy = -1839.3029 a.u.
net charge = +2

=====

No. 3
A molecular structure, C12H24BF4O6Pb in a non-equilibrium geometry, computed with ωB97M-V/def2-TZVPD.

Geometry as XYZ:
```
48
Properties=species:S:1:pos:R:3:lowdin_charge:R:1
H 3.0542 2.3938 -2.2569 0.16
C 2.3311 -0.0004 -2.6028 -0.11
O -1.0323 -2.2259 0.0278 -0.16
C -1.3923 1.8362 2.9630 -0.06
H -0.9119 1.2923 3.7748 0.16
B 3.1526 -0.6348 2.7246 -0.85
O -0.2800 2.2568 2.1033 -0.11
H 3.0565 -1.6746 -1.4353 0.15
H 1.4802 -3.7071 -1.4888 0.16
Pb 0.6855 -0.2224 0.4697 1.85
H 0.8523 3.8413 1.5814 0.16
H -2.4663 -3.3887 1.0396 0.16
H -1.4292 -1.8928 2.7336 0.15
H 0.6758 2.8982 -2.6397 0.16
H 3.3278 0.2486 -2.9686 0.16
O 0.0725 2.6441 -0.7084 -0.10
C 2.3489 2.1834 -1.4507 -0.13
O 2.0065 0.7924 -1.4379 -0.32
O 0.9784 -1.6790 -1.5873 -0.26
H -1.6792 3.2981 0.0638 0.15
C 1.1194 3.0450 -1.6546 -0.05
H 2.4268 -2.0827 -3.0510 0.16
H -3.1456 0.6593 2.9047 0.15
H 2.8569 2.4032 -0.5100 0.15
H -1.8991 2.7161 3.3597 0.15
C 0.6074 -3.0526 -1.4923 -0.11
H -3.0446 -1.9713 0.1173 0.16
F 3.3655 -0.1741 1.4781 0.19
H 0.7921 -3.0127 0.6279 0.12
C -0.6330 3.5707 -0.0706 -0.02
F 4.0104 -1.3527 3.3559 0.37
H -0.0277 -3.3179 -2.3484 0.17
H 1.3490 4.1025 -1.5169 0.15
C -2.2737 -2.3464 0.7881 -0.05
H -0.4405 4.6133 -0.3256 0.16
C -0.1816 3.5173 1.6970 -0.02
C 2.2878 -1.4439 -2.1784 -0.11
C -0.2318 -3.2777 -0.2433 -0.11
H -0.8699 4.2397 2.1362 0.16
C -2.1539 -1.4825 2.0261 -0.12
H -2.8562 1.5349 1.4052 0.14
F 1.4981 -2.2709 1.1852 -0.26
F 1.9786 -0.2562 3.2376 0.22
H 1.5941 0.1935 -3.3843 0.15
C -2.3697 0.9661 2.2005 -0.13
H -0.6653 -4.2681 -0.1071 0.18
O -1.7256 -0.1693 1.6108 -0.28
H -3.1283 -1.4450 2.5154 0.15
```

Computed properties:
frontier orbital gap (alpha / beta) = 8.48 / 6.11 eV
highest occupied orbital energy (alpha / beta) = -0.7367 / -0.7042 Eh
E_LUMO (alpha / beta) = -11.57 / -13.05 eV
relative energy (zero: lowest compared OMol25 entry of this formula, charge and spin) = 30.31 kJ/mol
total energy = -1539.2194 a.u.
net charge = +3

=====

No. 4
A molecular structure, C12H24BN6PdS2, computed with ωB97M-V/def2-TZVPD.

Geometry as XYZ:
```
46
Properties=species:S:1:pos:R:3:lowdin_charge:R:1
H -2.4563 -0.6570 -0.4599 0.09
N 2.6143 -1.5944 -2.1079 -0.12
H 1.7455 -2.8192 -0.6551 0.06
H 3.4336 -3.2060 -1.0398 0.10
C 0.7407 4.5109 -0.7047 -0.03
C -2.7558 -1.6497 1.8869 -0.19
H 3.2295 2.4988 -3.3746 0.08
C 2.7611 -1.4057 -3.4638 -0.02
C -1.6251 3.6900 -0.9173 -0.03
C -1.7574 -2.1356 0.8454 -0.22
H 3.9459 2.3258 -1.5042 0.08
C 0.4610 2.5187 -1.6397 -0.68
H -0.7676 -2.2554 1.2966 0.11
H -3.1237 -2.5248 2.4261 0.12
H -2.0349 2.7500 -0.5498 0.06
Pd 0.1138 -0.0976 -0.1717 0.47
N 1.7690 2.7928 -1.6516 0.01
H -1.7188 1.4394 3.0893 0.12
H 0.1601 1.4353 1.8251 0.09
H 2.7536 -2.2268 -4.1549 0.13
H -3.0625 -0.3786 3.5690 0.12
C 2.4802 -2.8892 -1.4599 -0.02
H -1.5133 -1.7583 -1.1747 0.10
H -1.8224 4.4889 -0.2074 0.10
C -2.2360 -0.6439 2.9070 -0.19
N -1.6189 -1.2186 -0.3195 -0.10
H -2.0564 -3.1179 0.4742 0.12
H 3.0464 0.4924 -4.5476 0.13
N -0.2635 0.5119 1.8845 -0.07
H 0.4560 5.4363 -0.2405 0.13
H -2.0902 3.9257 -1.8738 0.10
H -2.2639 0.9804 1.4835 0.11
N -0.1854 3.5614 -1.0664 -0.13
N 2.8788 0.5366 -2.4189 -0.02
B 3.0486 2.0750 -2.2638 -0.42
S -0.3678 1.0832 -2.1778 0.65
H 2.1509 -3.6060 -2.2075 0.10
C -1.6670 0.6473 2.3378 -0.23
C 2.6685 -0.4025 -1.4892 -0.72
S 2.4175 -0.0999 0.2011 0.65
C 1.9510 4.0172 -1.0555 -0.04
C 2.9091 -0.0752 -3.6482 -0.04
H 2.9351 4.4314 -0.9437 0.13
H 0.2917 0.0122 2.5763 0.09
H -3.6349 -1.2396 1.3771 0.12
H -1.4887 -1.1107 3.5573 0.12
```

Computed properties:
frontier orbital gap (alpha / beta) = 6.54 / 6.55 eV
highest occupied orbital energy (alpha / beta) = -0.3911 / -0.3911 Eh
E_LUMO (alpha / beta) = -4.10 / -4.10 eV
relative energy (zero: lowest compared OMol25 entry of this formula, charge and spin) = 81.76 kJ/mol
total energy = -1749.1911 a.u.
net charge = +1